# C9H26CrFInN2O3

A structure of composition C9H26CrFInN2O3 (the ωB97M-V functional and the def2-TZVPD basis, OMol25).

Atoms and positions in Å:
In 0.792 0.159 -1.542
Cr 0.907 -0.890 2.163
F 0.739 -0.386 0.649
C 1.324 2.616 3.235
C 1.344 1.297 2.406
C 2.791 0.695 2.477
O 2.731 -0.707 2.001
C 3.925 -1.437 1.864
N 0.377 0.445 2.991
H 1.527 2.588 4.305
H 0.390 3.173 3.154
H 1.952 3.372 2.765
H 1.027 1.403 1.369
H 3.207 0.728 3.484
H 3.439 1.350 1.894
H 4.475 -0.840 1.138
H 3.625 -2.396 1.440
H 4.351 -1.344 2.863
H -0.539 0.838 2.825
H 0.401 0.768 3.948
C -2.836 0.561 -4.290
C -1.710 0.649 -3.200
C -2.221 0.041 -1.893
O -1.267 0.131 -0.809
C -1.942 -0.076 0.433
N -0.420 0.058 -3.596
H -3.707 1.199 -4.145
H -3.181 -0.473 -4.259
H -2.487 0.848 -5.283
H -1.621 1.724 -3.040
H -2.501 -0.998 -2.064
H -3.183 0.529 -1.730
H -2.495 -0.998 0.257
H -2.676 0.708 0.622
H -1.276 -0.261 1.276
H -0.743 -0.892 -3.711
H -0.225 0.359 -4.540
C -1.009 -2.523 -1.100
O 0.002 -1.624 -0.660
H -0.567 -3.238 -1.794
H -1.420 -2.953 -0.186
H -1.791 -2.057 -1.699
H 0.492 -2.144 -0.019

Values from the calculation:
HOMO-LUMO gap (alpha / beta): 6.2683 / 7.1397 eV
Total charge: +4
LUMO level (alpha / beta): -16.68 / -16.44 eV
<S²>: 6.023
E_HOMO (alpha / beta): -22.9 / -23.6 eV
Spin multiplicity: 5

# C9H26MgN8O7

A structure of composition C9H26MgN8O7 (the ωB97M-V functional and the def2-TZVPD basis, OMol25).

Atoms and positions in Å:
Mg -1.008 -0.994 0.651
C -0.552 3.558 -4.321
C -1.320 3.708 -2.943
C -2.785 3.515 -3.092
O -0.847 2.837 -1.935
H -0.607 2.640 -4.906
H 0.505 3.681 -4.088
H -0.873 4.449 -4.860
H -1.357 4.742 -2.602
H -3.176 2.576 -3.484
H -3.071 4.328 -3.760
H -3.281 3.456 -2.124
C -5.754 -5.165 0.487
C -4.720 -4.113 0.784
O -3.648 -4.327 1.396
O -4.772 -3.079 0.034
H -6.243 -4.875 -0.443
H -6.415 -5.054 1.346
H -5.402 -6.196 0.544
C -2.883 2.330 4.851
O -2.428 1.332 4.290
N -3.370 2.365 5.971
N -2.693 3.399 4.093
H -3.998 3.151 6.069
H -3.422 1.492 6.476
H -2.282 3.229 3.186
H -2.964 4.256 4.552
C 4.818 4.342 1.725
O 5.760 4.783 2.256
N 3.766 3.826 2.315
N 4.705 4.114 0.459
H 3.472 3.693 3.272
H 3.064 3.444 1.696
H 3.945 3.619 0.016
H 5.578 4.250 -0.031
C 0.938 -4.257 -4.221
O 0.654 -3.662 -3.212
N 2.055 -4.998 -4.312
N 0.093 -4.395 -5.133
H 2.054 -5.846 -4.860
H 2.702 -4.949 -3.538
H 0.356 -4.931 -5.948
H -0.838 -4.070 -4.917
C 4.138 -2.486 2.310
O 3.040 -1.978 2.326
N 4.438 -3.249 3.268
N 5.015 -2.494 1.270
H 3.636 -3.503 3.826
H 5.164 -3.951 3.284
H 5.971 -2.807 1.356
H 4.842 -1.738 0.623

Values from the calculation:
HOMO-LUMO gap: 2.4637 eV
LUMO level: -4.58 eV
E_HOMO: -7.0 eV

# C9H26NO10P3

A cluster of 3 separate species, C9H26NO10P3 in total (the ωB97M-V functional and the def2-TZVPD basis, OMol25).

Atoms and positions in Å:
C 3.980 -2.170 -1.320
C 3.134 -2.465 -2.535
O 3.510 -2.178 -3.651
N 1.846 -3.132 -2.350
C 2.046 -4.409 -1.619
P 0.847 -1.985 -1.534
O -0.634 -2.150 -2.236
H 4.130 -1.102 -1.302
H 3.528 -2.458 -0.383
H 4.931 -2.665 -1.435
H 1.113 -4.948 -1.638
H 2.813 -4.996 -2.105
H 2.338 -4.276 -0.584
H 0.623 -2.629 -0.285
H -1.209 -1.541 -1.768
C -2.613 4.256 -3.817
O -1.872 3.458 -2.884
P -2.636 2.483 -1.887
O -1.710 1.755 -1.030
O -3.599 1.613 -2.786
C -3.008 0.821 -3.831
O -3.716 3.377 -1.157
C -3.264 4.209 -0.076
H -2.232 4.056 -4.816
H -3.679 4.035 -3.786
H -2.458 5.307 -3.578
H -1.960 0.602 -3.626
H -3.093 1.351 -4.778
H -3.563 -0.111 -3.890
H -3.859 5.118 -0.096
H -2.210 4.465 -0.180
H -3.419 3.691 0.868
C 0.860 0.995 5.123
O 1.778 0.033 4.590
P 1.286 -1.009 3.490
O 2.353 -1.900 3.054
O 0.592 -0.141 2.368
C 1.374 0.897 1.754
O 0.010 -1.705 4.111
C 0.229 -2.748 5.073
H 1.287 1.987 4.987
H -0.110 0.949 4.629
H 0.731 0.802 6.187
H 2.442 0.708 1.863
H 1.124 1.854 2.213
H 1.123 0.930 0.697
H -0.576 -2.693 5.802
H 1.185 -2.630 5.583
H 0.204 -3.714 4.573

Values from the calculation:
HOMO-LUMO gap: 9.0942 eV
SMILES: COP(=O)(OC)OC.COP(=O)(OC)OC.CC(=O)N(C)PO
LUMO level: 0.61 eV
E_HOMO: -8.5 eV

# C9H26NO7V

A structure of composition C9H26NO7V (the ωB97M-V functional and the def2-TZVPD basis, OMol25).

Atoms and positions in Å:
O 1.196 -11.299 -14.702
V 1.219 -12.579 -15.703
O 2.740 -12.677 -16.190
C -0.439 -14.576 -11.876
C 0.685 -13.500 -11.566
C 0.846 -13.615 -10.037
C 2.064 -12.818 -9.558
C 3.370 -13.302 -10.211
C 3.226 -13.286 -11.764
N 1.896 -13.797 -12.275
O 1.821 -13.951 -13.673
C 4.295 -14.228 -12.320
C 3.443 -11.865 -12.259
C 0.118 -12.123 -11.939
H -0.151 -15.604 -11.652
H -0.669 -14.571 -12.943
H -1.358 -14.383 -11.318
H 1.134 -14.657 -9.881
H -0.006 -13.229 -9.482
H 2.121 -13.052 -8.492
H 1.924 -11.755 -9.751
H 3.727 -14.300 -9.953
H 4.157 -12.615 -9.895
H 4.066 -15.252 -12.023
H 5.309 -13.984 -11.995
H 4.359 -14.193 -13.408
H 3.302 -11.708 -13.327
H 4.525 -11.692 -12.176
H 3.083 -11.077 -11.597
H -0.155 -12.066 -12.994
H 0.901 -11.381 -11.793
H -0.822 -11.921 -11.421
O 4.187 -15.087 -15.910
H 3.749 -14.220 -15.918
H 5.006 -14.948 -16.394
O 0.600 -11.489 -17.592
H 0.936 -11.976 -18.354
H 0.145 -10.729 -17.967
O -1.137 -12.905 -15.501
H -1.748 -13.201 -16.182
H -1.692 -12.482 -14.837
O 0.691 -14.700 -16.510
H 0.518 -15.598 -16.210
H 0.653 -14.749 -17.471

Values from the calculation:
HOMO-LUMO gap: 4.8727 eV
LUMO level: -0.87 eV
E_HOMO: -5.7 eV